An isolated molecule of C4Cl2FN in a non-equilibrium geometry. Source: the Open Molecules 2025 dataset; level of theory: ωB97M-V/def2-TZVPD.

Output
* LUMO: -1.0 eV
* electronic energy: -33396.806 eV
* SMILES: N#CC#CC(F)(Cl)Cl
* charge: 0
* relative energy (zero: lowest compared OMol25 entry of this formula, charge and spin): 81.6 kJ/mol
* E_HOMO: -11.174 eV

Each line ends with the Löwdin charge.
Cartesian coordinates (Å):
N: 3.63 -0.68 0.22  0.161
C: 2.42 -0.46 0.29  -0.162
C: 1.07 -0.14 0.42  0.022
C: -0.11 0.12 0.34  -0.112
C: -1.38 0.27 -0.14  -1.283
F: -2.11 -0.81 0.26  -0.068
Cl: -1.37 0.08 -1.95  0.675
Cl: -2.16 1.63 0.56  0.767


A structure of composition C4F12N2O8S4Sn in a non-equilibrium geometry. Source: the Open Molecules 2025 dataset; level of theory: ωB97M-V/def2-TZVPD.

Output
* multiplicity: 2
* LUMO (alpha / beta): -8.7 / -10.3 eV
* electronic energy: -105270.587 eV
* <S²>: 0.768
* charge: +1
* E_HOMO (alpha / beta): -13.285 / -13.286 eV

Each line ends with the Mulliken spin population.
Cartesian coordinates (Å):
Sn: -0.05 -0.07 -0.16  0.000
C: -0.92 -3.60 -2.57  0.020
F: -0.87 -4.02 -3.86  0.007
F: -1.58 -2.49 -2.46  0.005
F: -1.50 -4.52 -1.82  0.007
S: 0.95 -3.27 -2.01  0.001
O: 1.65 -4.48 -2.43  0.001
O: 1.28 -2.10 -2.88  0.000
N: 0.88 -2.82 -0.37  0.294
S: 1.20 -4.13 0.42  -0.106
O: 0.35 -5.34 0.08  0.389
O: 2.66 -4.31 0.44  0.398
C: 0.68 -3.66 2.23  -0.011
F: 0.80 -2.32 2.34  -0.001
F: -0.59 -4.07 2.41  -0.001
F: 1.45 -4.35 3.15  0.000
C: 1.78 4.33 -0.33  0.000
F: 1.77 5.68 -0.14  0.000
F: 1.14 3.98 -1.40  0.000
F: 3.02 3.94 -0.44  0.000
S: 1.07 3.44 1.24  0.000
O: 2.02 2.38 1.51  0.000
O: 1.03 4.48 2.30  0.000
N: -0.36 2.73 0.71  -0.001
S: -1.42 3.77 1.05  0.000
O: -1.89 3.72 2.45  0.000
O: -1.25 5.15 0.55  0.000
C: -3.03 3.14 0.16  0.000
F: -4.10 3.82 0.45  0.000
F: -2.86 3.09 -1.22  0.000
F: -3.31 1.88 0.61  0.000


A cluster of 3 separate species, C4H10 in total in a non-equilibrium geometry. Source: the Open Molecules 2025 dataset; level of theory: ωB97M-V/def2-TZVPD.

Output
* LUMO: 0.4 eV
* electronic energy: -4305.785 eV
* charge: 0
* relative energy (zero: lowest compared OMol25 entry of this formula, charge and spin): 441.6 kJ/mol
* E_HOMO: -8.370 eV

Each line ends with the Löwdin charge.
Cartesian coordinates (Å):
C: -0.55 -1.74 0.32  -0.041
C: -0.88 -0.36 0.60  -0.413
C: -1.32 0.67 -0.13  -0.088
C: 1.85 1.04 -0.50  -0.060
H: -0.66 -2.46 1.11  0.036
H: 0.29 -1.91 -0.34  0.053
H: -0.91 -0.11 1.67  0.099
H: 1.99 0.37 0.35  0.018
H: -1.51 0.56 -1.20  0.063
H: -2.17 -1.57 -0.12  0.241
H: -1.57 1.56 0.41  0.054
H: 1.48 1.98 -0.08  0.020
H: 1.12 0.68 -1.21  0.002
H: 2.85 1.28 -0.88  0.015


A structure of composition C4H10AgCl3O2 in a non-equilibrium geometry. Source: the Open Molecules 2025 dataset; level of theory: ωB97M-V/def2-TZVPD.

Output
* LUMO: 5.0 eV
* electronic energy: -49972.733 eV
* charge: -2
* E_HOMO: -1.347 eV

Each line ends with the Löwdin charge.
Cartesian coordinates (Å):
Ag: 18.59 -16.47 15.41  0.393
Cl: 18.88 -15.46 18.18  -0.765
Cl: 20.88 -18.11 15.13  -0.707
Cl: 19.55 -14.12 13.94  -0.706
C: 15.92 -14.99 14.96  -0.144
O: 16.44 -16.20 14.52  -0.288
C: 15.70 -16.71 13.44  -0.195
C: 16.34 -18.08 13.27  -0.221
O: 16.43 -18.77 14.51  -0.216
C: 16.90 -20.11 14.46  -0.095
H: 15.28 -14.46 14.25  0.075
H: 16.70 -14.33 15.34  0.065
H: 15.14 -15.13 15.71  0.083
H: 15.77 -16.12 12.53  0.133
H: 14.68 -16.91 13.79  0.124
H: 17.35 -18.06 12.85  0.124
H: 15.85 -18.69 12.51  0.107
H: 17.94 -19.91 14.21  0.080
H: 16.37 -20.74 13.75  0.070
H: 16.79 -20.59 15.44  0.084